{"formula": "C18H27N2O5P2SZr", "method": "ωB97M-V/def2-TZVPD", "fmax_ev_per_a": 4.11, "orbital_gap_ha": 0.22960, "e_above_lowest_kj_mol": 0.0, "charge": 3, "multiplicity": 1, "species": ["C", "Zr", "C", "C", "C", "H", "C", "H", "H", "H", "C", "H", "H", "P", "H", "H", "O", "O", "P", "C", "H", "H", "H", "H", "H", "C", "C", "C", "H", "H", "S", "C", "H", "C", "N", "C", "C", "O", "C", "N", "H", "O", "H", "H", "C", "H", "H", "H", "H", "H", "C", "O", "H", "H", "H", "C"], "xyz": [[0.06878, 0.13658, 5.50814], [0.24070, 0.74755, -0.40490], [-3.57936, 1.37035, -0.30194], [-0.84379, -0.78202, 6.04655], [-0.80638, -0.37769, 3.31084], [-3.55672, 2.19422, -3.05083], [1.25493, -1.26178, -2.60052], [-3.61740, 0.51222, 0.38308], [-4.49942, 1.39361, -0.90415], [1.41371, 1.80511, -2.67931], [-0.56155, -0.07217, 1.93223], [0.80160, 3.41625, -1.51184], [-0.00196, -3.35236, -4.97473], [2.46727, -0.76369, -0.13903], [-2.86106, -1.06663, -1.41323], [3.43797, -2.98400, -0.02816], [-0.98129, -0.65658, 0.84602], [1.49713, 1.81865, -1.71344], [-2.10785, 1.27389, -1.36021], [-1.15147, -2.05936, -3.67398], [1.63879, -3.03091, -0.12577], [4.34213, 0.75295, -0.30666], [4.85599, -0.88131, 0.24594], [-2.41809, -2.21409, 5.66082], [4.01529, 0.24064, 1.37350], [-1.71838, -1.50547, 5.21602], [2.50300, -2.51091, 0.31101], [0.02693, -2.60691, -4.17935], [2.57176, 0.42528, -2.18184], [-2.13157, -2.35059, -4.05521], [1.15385, 1.37276, 3.19977], [-2.51295, 2.36050, -2.74942], [-0.87710, -0.93385, 7.12473], [1.24206, -2.17622, -3.64661], [0.33349, 0.94713, 1.75586], [0.05427, 0.33845, 4.13076], [-1.69802, -1.32729, 3.83539], [2.47916, 0.81509, 3.12559], [4.08338, -0.10401, 0.33133], [0.08561, -0.77381, -2.09855], [-1.86483, 2.14559, -3.60965], [-0.02459, 3.88575, -1.18238], [2.43038, -2.57381, 1.40796], [-0.56334, 2.98101, -0.76984], [2.53000, -0.73230, -1.98337], [-3.07453, -0.28437, -2.99293], [0.77167, 0.69535, 6.11774], [2.19989, -2.54566, -4.01220], [0.30199, 4.45187, -0.45958], [-2.39690, 3.41280, -2.45673], [-2.36222, -0.42131, -2.16139], [0.95466, 2.78492, 3.41510], [-2.33431, -1.87847, 3.14375], [-3.52068, 2.29023, 0.29433], [3.41515, -1.24037, -2.31807], [-1.10578, -1.10082, -2.67066]]}